Formula: C33H47F9N8O9S3
Source: the Open Molecules 2025 dataset
Level of theory: ωB97M-V/def2-TZVPD

```
109
Properties=species:S:1:pos:R:3:forces:R:3:mulliken_charge:R:1
C -0.082614 -1.929194 2.815516 0.8 0.1 0.6 0.606
F 3.194687 0.897028 -3.403945 0.9 -0.5 0.6 -0.304
H -3.068057 1.946185 7.333768 0.3 1.4 0.8 0.350
C -0.669576 -2.536510 -1.322102 -0.8 -0.8 0.1 -0.127
H -0.080989 1.974790 -4.351441 0.4 -0.9 -0.3 0.448
H -1.558891 5.698063 -3.183673 0.3 -0.1 -0.4 0.429
F -3.777035 -0.000272 -5.379126 0.7 0.0 -0.5 -0.227
S 3.939743 0.424172 -0.913963 2.4 2.2 -0.6 1.055
H -2.844945 0.425483 6.698337 0.4 -0.8 -0.4 0.327
H -2.557817 -7.456374 0.884683 0.1 -0.1 0.5 0.434
H 8.501114 -2.032818 1.266357 0.2 0.0 -0.3 0.397
F 3.404703 -1.167728 -2.915333 0.6 -0.9 0.2 -0.302
C -2.866845 -3.718526 0.315156 -0.3 -0.4 0.2 -0.764
H 1.582154 1.638207 -2.048613 0.2 -0.1 -0.1 0.070
H 0.906880 -1.204545 -2.098439 -0.6 -0.2 0.2 0.150
C -3.793796 0.852607 -4.356027 1.5 0.1 -0.9 0.345
C -4.506605 1.009166 2.090995 -1.7 2.7 -1.1 0.225
C -3.332123 -4.309147 1.496100 0.6 2.8 -1.9 -0.788
H 0.328154 5.540743 -5.995324 0.0 -0.6 -0.6 0.351
O -2.056098 -3.293598 3.791035 0.3 -0.6 0.1 -0.703
H -0.030295 1.279125 -1.385503 -0.2 0.0 -0.1 0.207
H 0.968337 2.517159 -0.662721 0.3 0.5 0.6 0.408
H -2.117590 -4.894552 -3.337211 0.6 0.0 0.0 0.501
H 0.322853 -1.081729 -4.953522 0.0 0.3 -1.0 0.482
O 2.614975 -0.039281 -0.585320 -0.1 0.3 0.3 -0.547
C -3.571860 -6.228353 2.976288 0.3 3.1 -0.2 -0.917
C -0.644297 -3.427514 -3.933480 -1.5 -1.5 1.6 -0.452
N -3.166198 -5.576875 1.643661 -0.1 -3.8 2.0 0.085
N 0.110489 -2.451450 -3.534571 2.6 1.2 0.1 0.337
H -4.638489 -6.327536 3.064667 -0.4 0.3 -0.1 0.318
C 7.574176 -1.526446 1.040327 0.1 2.1 -1.3 -0.913
C -0.350517 4.257454 -2.146199 0.4 1.5 3.7 -0.224
N 7.383548 -0.486319 2.063651 -1.6 -1.5 0.4 0.151
O 4.254884 1.871568 -0.987301 -1.4 -1.7 0.5 -0.710
H -4.418722 0.781272 7.359584 -0.2 0.1 0.4 0.365
H 5.710764 3.039013 3.733863 -1.0 0.0 0.9 0.331
C -3.576798 1.187037 6.824370 -0.5 -0.5 -0.8 -0.911
H -3.098079 0.208166 4.272771 0.2 0.0 0.0 0.050
C -1.419651 -3.710470 -1.667376 1.2 0.8 -0.5 0.861
O -2.571735 1.391860 -2.070950 -0.7 -1.1 -1.1 -0.610
H -6.173951 2.935719 3.361255 -0.8 0.4 -0.4 0.496
H -1.079268 5.431660 -7.218345 0.6 0.3 0.5 0.372
C 6.889402 0.733153 1.874172 0.6 0.3 -1.0 -0.075
H -1.013257 3.149394 -6.115783 0.0 0.5 -0.2 0.357
N -4.046864 1.629166 5.510857 -2.1 1.9 1.3 0.157
S -1.732949 -1.938559 3.427299 -2.7 1.6 1.1 1.152
H 1.417996 -2.517284 -5.229055 0.1 -0.3 -0.3 0.404
C 6.532306 3.431252 1.883245 0.4 1.7 -1.6 -1.430
H 7.317752 3.298266 1.119615 0.4 -0.6 0.9 0.409
H -0.769056 -2.072611 -0.329700 0.3 -0.5 -0.7 0.351
H -4.456471 2.961649 1.151552 -0.2 0.2 0.2 0.438
H 7.643742 -1.750598 3.812035 0.0 0.1 -0.2 0.440
C 0.707327 2.047938 -1.580583 -0.6 0.4 -1.2 -0.636
C -5.133101 2.541556 5.278080 0.7 -0.7 0.2 -0.623
C 4.014161 0.003448 -2.689220 -1.2 1.0 -1.5 0.556
N -0.880867 3.896562 -4.231746 0.5 0.7 1.0 0.462
H 6.757646 -2.208015 0.955548 -0.7 -0.4 0.4 0.333
C -0.739997 5.385115 -6.164836 -0.7 0.1 0.0 -1.252
F -0.112740 -2.415025 1.563402 0.9 0.1 0.2 -0.227
H -3.114601 -5.609431 3.788694 -0.6 -0.3 -0.7 0.340
H 5.654730 3.125883 1.328802 -0.6 0.2 0.1 0.408
H 6.653049 1.139385 0.873059 0.3 -0.3 0.9 0.351
H 6.565064 4.531163 1.978189 -0.5 -0.4 0.2 0.357
H -0.226350 4.662478 -1.109199 -0.2 -0.6 -1.3 0.417
C 0.157109 -1.985951 -2.266937 0.0 0.1 -0.3 -0.336
C -2.092221 -4.443453 -0.558184 0.2 0.1 -0.6 0.467
H -1.171873 6.230924 -5.608125 -0.3 -0.3 -0.4 0.377
F -5.044314 0.952892 -4.042432 -0.9 0.9 1.0 -0.185
N -4.655498 1.452339 3.437630 0.9 -0.5 2.5 0.356
H -0.644525 -3.683019 -4.946113 0.1 -0.2 -1.4 0.555
O 5.068643 -0.297674 -0.351849 -0.5 -0.6 0.3 -0.519
H -2.421927 4.115295 -5.608170 0.9 0.0 -0.1 0.266
F 0.675439 -2.702432 3.587681 0.5 -0.1 -0.4 -0.230
C -0.189748 2.864821 -3.802150 -0.2 0.4 1.7 -0.513
C -3.800980 1.018088 4.410978 -1.0 -0.6 -2.9 0.188
O -2.473171 -1.471710 2.253004 0.0 0.0 0.2 -0.658
C -2.516774 -6.393345 0.744993 0.1 1.4 -0.8 -0.312
C -1.389433 -4.150046 -3.006587 -0.9 0.6 0.8 -0.688
F -3.274867 2.071117 -4.774088 -0.9 -1.1 0.2 -0.179
C -5.499041 2.403162 3.966367 1.7 -0.5 1.4 -0.245
C 6.978236 0.383285 4.049910 0.5 -0.9 -0.5 -0.509
S -2.654136 0.264750 -3.030146 2.3 2.4 1.8 1.196
C -1.302724 4.076923 -5.604108 -1.0 0.3 -0.1 -0.317
O -1.336983 0.136095 -3.705913 -1.4 -0.6 -0.1 -0.514
F 0.388872 -0.680285 2.860452 0.2 -0.4 -0.7 -0.215
H 6.954408 0.656231 5.109391 -0.1 -0.3 -0.6 0.430
O -3.224329 -0.931239 -2.484165 -0.3 -0.8 -0.3 -0.616
C -3.820284 2.093885 1.298119 0.4 0.1 -2.0 -0.994
H -3.706861 1.658496 0.283539 0.3 0.4 0.3 0.171
C 6.604215 2.797235 3.229200 1.8 -0.4 -0.5 -0.148
H -3.677112 -3.600373 2.234389 -0.5 -0.8 0.5 0.983
O -1.752775 -0.973880 4.538031 0.4 -1.1 -0.8 -0.799
H 1.777789 -1.214074 -4.001431 -0.4 -0.7 -0.5 0.145
N 6.737238 1.330515 3.056202 0.1 -0.7 0.4 0.181
C -0.950035 4.804366 -3.177818 -2.0 1.3 -2.0 -0.641
H -5.522754 0.839200 1.646302 1.0 -0.2 0.4 0.247
C 1.016923 -1.795746 -4.547776 -0.9 1.0 1.6 -0.998
C 7.340312 -0.800586 3.398247 0.0 2.5 1.5 -0.403
H 7.480077 3.170357 3.816557 -0.7 -0.5 -0.4 0.326
H -3.129908 -7.147887 3.031025 1.1 -2.4 -0.1 0.396
N 0.117796 3.076987 -2.499598 1.1 -3.3 -0.9 0.282
H 7.541880 -0.917913 0.099053 0.6 -1.1 0.5 0.327
H -3.899724 0.183895 2.113778 1.1 -2.3 -0.1 -0.302
H -1.237504 -6.434299 -1.017502 -0.8 0.6 0.6 0.484
H -2.823462 2.470121 1.614653 -0.6 -0.7 0.3 0.339
F 5.196719 0.010360 -3.283259 -0.3 -0.1 0.5 -0.220
H -5.499052 3.148480 6.098607 0.0 -0.1 -0.4 0.439
C -1.883337 -5.821080 -0.345036 -0.1 -0.5 0.1 -0.757
H -3.111831 -2.696903 0.106967 0.1 0.4 0.1 0.801
```
Forces are in eV/Å.

* charge: +2
* multiplicity: 1
* calculated total energy: -4493.7530 hartree
* M: 967.0 u